No. 1
DFT (ωB97M-V/def2-TZVPD) results for 2 unconnected molecules or ions with the total composition C4H6FN3.

HOMO energy ... -9.4 eV
Structure (SMILES) ... c1cn[nH]n1.C=CF

Each line ends with the natural charge from an NBO analysis.
CARTESIAN COORDINATES (ANGSTROEM)
C: 0.27470 2.16058 1.28807  -0.1104
C: 0.45072 0.80351 1.05633  -0.0800
C: -0.77769 -2.50691 -0.06030  -0.5503
C: -0.40245 -1.82745 -1.14580  0.2572
N: 0.38942 2.79619 0.14259  -0.2188
N: 0.44613 1.84681 -0.75499  -0.1811
N: 0.56567 0.59917 -0.21601  -0.2601
F: -1.25744 -1.25303 -1.93466  -0.3281
H: 0.08212 2.52772 2.26988  0.2155
H: 0.58463 0.00178 1.74062  0.2182
H: 0.59610 2.11923 -1.80326  0.4247
H: -1.75781 -2.97027 0.12903  0.2155
H: 0.08676 -2.87412 0.49997  0.2045
H: 0.71916 -1.42320 -1.21147  0.1932

Cartesian forces (eV/Å) of the 2 atoms listed first:
0.5 -0.4 0.6
0.0 0.0 0.3

No. 2
DFT (ωB97M-V/def2-TZVPD) results for C4H6FNO in the gas phase.

HOMO energy ... -10.3 eV
Structure (SMILES) ... O=C(CF)N1CC1

Each line ends with the natural charge from an NBO analysis.
CARTESIAN COORDINATES (ANGSTROEM)
C: 0.02965 -1.73021 -0.45590  -0.0415
C: 0.34619 -0.39825 0.27251  0.6697
C: -0.67937 1.69582 0.90684  -0.2491
C: 0.45757 1.96347 -0.06829  -0.2504
H: -0.49834 -2.35955 0.22800  0.1951
H: 1.00927 -2.14728 -0.76284  0.1930
H: -1.62518 2.27272 0.77258  0.2160
H: -0.39221 1.45369 1.94591  0.2240
H: 0.33460 2.72442 -0.83923  0.2160
H: 1.47837 1.87440 0.41001  0.2197
N: -0.36082 0.71523 -0.20905  -0.4770
O: 1.06365 -0.47194 1.24058  -0.5605
F: -0.80159 -1.58161 -1.57185  -0.3549

Cartesian forces (eV/Å) of the 2 atoms listed first:
0.5 1.2 -1.0
-0.6 -1.7 0.2

No. 3
DFT (ωB97M-V/def2-TZVPD) results for C4H6FNO in the gas phase.

HOMO energy ... -10.2 eV
Structure (SMILES) ... O=C(CF)N1CC1

Each line ends with the natural charge from an NBO analysis.
CARTESIAN COORDINATES (ANGSTROEM)
C: 2.05345 0.26667 0.03294  -0.0433
C: 0.55147 0.53600 -0.01227  0.6566
C: -1.51328 -0.48825 0.71578  -0.2402
C: -1.50752 -0.31004 -0.73423  -0.2533
H: 2.42226 0.65848 1.02526  0.1924
H: 2.53171 0.79020 -0.80535  0.1948
H: -1.89561 -1.47434 1.11366  0.2228
H: -1.49027 0.41172 1.33949  0.2239
H: -1.86334 -1.07409 -1.44550  0.2160
H: -1.61590 0.70931 -1.08272  0.2221
N: -0.20897 -0.63903 -0.06239  -0.4736
O: 0.19238 1.68688 -0.00435  -0.5705
F: 2.34364 -1.07351 -0.08030  -0.3476

Cartesian forces (eV/Å) of the 2 atoms listed first:
0.1 0.2 0.6
1.5 0.1 0.2

No. 4
DFT (ωB97M-V/def2-TZVPD) results for a molecular structure, C4H6FNOS.

HOMO energy ... -9.4 eV

Each line ends with the natural charge from an NBO analysis.
CARTESIAN COORDINATES (ANGSTROEM)
C: 1.47137 -0.92751 0.83015  -0.3723
C: 0.29998 0.32366 -0.56238  0.0681
C: 0.50018 1.56645 -0.43111  0.2572
C: -0.80577 -0.46515 -0.94643  0.0514
H: 1.99959 -2.04144 0.41396  0.2425
H: 2.18754 -0.11381 1.58660  0.2418
H: 0.19350 -1.10986 1.44278  0.2231
H: -0.34926 2.22803 -0.35753  0.1840
H: -0.24527 -1.42025 -1.43527  0.2211
H: -3.69766 -0.05627 0.99966  0.1694
N: -2.09137 -0.52051 -0.79922  -0.4795
O: 1.47536 -0.49893 -0.65675  -0.5343
F: 1.74847 2.14901 -0.24073  -0.3216
S: -2.68666 0.88658 0.15628  0.0490

Cartesian forces (eV/Å) of the 2 atoms listed first:
1.4 -2.4 -0.3
3.0 -2.9 -1.9

No. 5
DFT (ωB97M-V/def2-TZVPD) results for C4H6FNOS in the gas phase.

HOMO energy ... -9.1 eV
Structure (SMILES) ... C/C(CF)=N\OC=S

Each line ends with the natural charge from an NBO analysis.
CARTESIAN COORDINATES (ANGSTROEM)
C: -0.29143 1.55355 -0.10007  -0.7216
C: -0.62243 -0.00840 -0.16911  0.1951
C: -2.08790 -0.58333 -0.01559  0.0220
C: 2.66507 -1.09159 0.27384  0.0418
H: 0.52708 2.09904 0.60748  0.2753
H: 0.06686 2.09887 -1.15700  0.2568
H: -1.31816 1.96417 0.13035  0.2151
H: -2.41229 -0.37088 1.08143  0.1870
H: -2.71586 0.15018 -0.58873  0.1772
H: 2.34451 -2.20395 0.57593  0.2333
N: 0.38182 -0.87576 -0.00214  -0.1294
O: 1.58212 -0.20009 -0.03239  -0.3808
F: -2.34716 -1.90719 -0.33626  -0.3293
S: 4.22776 -0.62460 -0.26776  -0.0424

Cartesian forces (eV/Å) of the 2 atoms listed first:
-0.4 2.0 -1.6
3.8 -1.7 1.7

No. 6
DFT (ωB97M-V/def2-TZVPD) results for C4H6FNOS in the gas phase.

HOMO energy ... -8.5 eV
Structure (SMILES) ... O[C@@]1(CF)CNC1=S

Each line ends with the natural charge from an NBO analysis.
CARTESIAN COORDINATES (ANGSTROEM)
C: -0.44275 0.17076 0.19879  0.1321
C: -1.31076 -0.57184 -0.87392  0.0449
C: -0.54581 1.68847 0.00096  -0.2242
C: 1.07433 0.27821 0.01490  0.0981
H: -1.64757 -0.51390 1.74638  0.5011
H: -1.49262 -0.02419 -1.90704  0.1790
H: -0.92430 -1.53134 -0.97021  0.1925
H: -1.04754 1.91431 -0.93918  0.1943
H: -0.94826 2.35441 0.82222  0.2170
H: 1.66711 2.21489 -0.60023  0.4107
N: 0.96433 1.58074 -0.17366  -0.5584
O: -0.65438 -0.39005 1.44069  -0.6987
F: -2.62912 -0.73264 -0.27505  -0.3954
S: 2.11812 -0.94743 -0.12692  -0.0929

Cartesian forces (eV/Å) of the 2 atoms listed first:
-2.0 -0.7 0.0
-1.4 2.2 -0.2

No. 7
DFT (ωB97M-V/def2-TZVPD) results for a molecular structure, C4H6FO4Tl.

HOMO energy ... -8.2 eV

Each line ends with the Mulliken charge.
CARTESIAN COORDINATES (ANGSTROEM)
C: 1.78613 0.92031 -3.04412  -0.5691
O: 0.59299 1.50278 -2.69919  -0.6816
H: 2.04289 0.97559 -4.12814  0.2617
H: 2.65667 1.39777 -2.52911  0.2099
H: 1.87006 -0.15643 -2.74672  0.1437
C: 0.79029 -1.86686 -0.26942  0.6721
O: 0.45685 -0.56217 -0.41982  -0.2700
C: 1.00568 0.26232 0.57377  0.4019
C: 1.84306 -0.72239 1.38482  -0.3731
O: 1.56514 -1.99844 0.79090  -0.3518
O: 0.43339 -2.66830 -1.08016  -0.5059
F: -0.16190 0.75468 1.22403  -0.3206
H: 1.53390 1.14763 0.21117  0.2431
H: 2.91497 -0.52196 1.28715  0.2918
H: 1.54658 -0.74349 2.43776  0.2894
Tl: -1.05847 0.30832 -2.00620  0.5584

Cartesian forces (eV/Å) of the 2 atoms listed first:
1.3 -0.3 0.1
-0.1 0.3 0.0

No. 8
DFT (ωB97M-V/def2-TZVPD) results for a molecular structure, C4H6FeO2.

Net charge ... +3
Spin multiplicity ... 6
HOMO energy (alpha / beta) ... -23.2 / -24.5 eV

Each line ends with the natural charge from an NBO analysis.
CARTESIAN COORDINATES (ANGSTROEM)
C: -0.18909 0.74750 -0.54822  -0.0171
C: 0.08467 -0.66987 -0.41360  -0.5648
H: -0.32511 -1.19847 -1.28585  0.3938
H: 1.07354 -0.69290 0.52686  0.3795
O: 0.77654 2.92940 -0.64324  -0.4320
C: 0.77025 1.67472 -0.25650  0.3553
H: -1.08254 1.06173 -1.09263  0.2837
H: 0.56249 3.03172 -1.58221  0.5603
H: 1.68634 1.39657 0.27130  0.2429
C: -0.19031 -1.45984 0.79698  0.4905
O: -1.27840 -2.14897 0.84240  -0.7487
Fe: -2.47710 -2.80597 1.91695  1.7980
H: 0.58873 -1.86563 1.46776  0.2585

Cartesian forces (eV/Å) of the 2 atoms listed first:
-1.5 0.1 -1.3
2.1 0.7 4.8

Going through the records in order, we get energy above the lowest of the compared OMol25 structures with the same formula, charge and spin values of 56.85 36.51 35.00 173.45 115.27 50.76 24.21 11.50 kcal per mole.